An isolated molecule of C4H7NS2 at a distorted geometry. Source: the OMol25 dataset; level of theory: ωB97M-V/def2-TZVPD.

Each line ends with the Löwdin charge.
Geometry (Å):
C: -1.03466 -0.82849 0.27946  -0.12
C: -1.34355 0.47341 -0.41078  -0.26
C: -0.17232 1.31473 -0.69414  -0.52
C: 1.31994 -1.43252 0.68729  -0.64
N: 0.12602 -1.22761 0.62314  -0.04
S: 2.59492 -1.41302 1.73644  0.75
S: 0.87984 0.90030 -2.19091  0.72
H: -1.82246 -1.52943 0.44778  0.11
H: -1.79462 0.08541 -1.31966  0.11
H: -2.14247 1.01091 0.00099  0.09
H: 0.45487 1.42701 0.21549  0.10
H: -0.57748 2.21590 -0.96558  0.02
H: 2.03648 -1.05381 3.01109  -0.10
H: 1.47550 0.05723 -1.42061  -0.22

Computed properties:
Charge   0
Energy relative to the best compared isomer or geometry (same formula, charge and spin)   62.6 kcal/mol
Frontier orbital gap   8.377 eV

***

An isolated molecule of C4H7NS2 at a distorted geometry. Source: the OMol25 dataset; level of theory: ωB97M-V/def2-TZVPD.

Each line ends with the Löwdin charge.
Geometry (Å):
C: 0.83200 -0.46945 0.85566  -0.29
C: 0.26213 0.51288 -0.08076  -0.32
C: -1.06250 1.25984 0.27595  -0.09
C: -1.02285 0.03066 -0.63289  -0.66
H: 3.86741 -1.41594 -0.39443  -0.16
H: 0.23566 -0.88280 1.67781  0.11
H: 0.86676 0.98087 -0.82210  0.09
H: -1.22319 2.23818 -0.25673  0.12
H: -1.44782 1.13314 1.31691  0.11
H: -1.20729 0.33075 -1.63238  0.08
H: -3.15028 -0.88385 -0.42019  -0.12
N: 2.05628 -0.91628 0.83868  -0.36
S: 2.93258 -0.49414 -0.53764  0.74
S: -1.93890 -1.42386 -0.18789  0.76

Computed properties:
Charge   0
Energy relative to the best compared isomer or geometry (same formula, charge and spin)   46.2 kcal/mol
Frontier orbital gap   9.450 eV

***

A 3-piece molecular cluster, C4H7O overall at a distorted geometry. Source: the OMol25 dataset; level of theory: ωB97M-V/def2-TZVPD.

Each line ends with the Löwdin charge.
Geometry (Å):
C: 0.50841 1.45241 -1.19979  0.12
C: 0.26980 1.56109 0.17443  -0.01
C: 0.68827 0.14926 -0.72060  0.13
C: 0.13084 -0.30174 1.75800  0.06
O: -0.19105 0.30159 0.47765  -0.15
H: 0.56772 2.10945 -2.04131  0.15
H: 0.54880 2.25331 0.94482  0.17
H: -1.80763 -1.08176 -1.94192  0.11
H: -1.14119 -0.99119 -1.40077  0.03
H: -0.00662 -1.38534 1.56464  0.14
H: 1.20749 -0.15945 2.18280  0.17
H: -0.62104 -0.23461 2.44626  0.08

Computed properties:
Charge   +1
Energy relative to the best compared isomer or geometry (same formula, charge and spin)   141.7 kcal/mol
Frontier orbital gap   9.909 eV

***

An isolated ion of composition C4H7O2 and charge +1 at a distorted geometry. Source: the OMol25 dataset; level of theory: ωB97M-V/def2-TZVPD.

Each line ends with the Löwdin charge.
Geometry (Å):
C: -2.31118 -0.23681 -0.02755  0.07
C: -0.09166 0.65463 0.27626  -0.41
C: 1.48728 0.37274 -0.51064  0.01
C: 2.20626 -0.60214 0.21640  0.29
O: -0.33520 1.37905 1.16499  0.25
O: -0.84470 -0.17854 -0.36914  -0.04
H: -2.79260 0.16519 -1.03221  0.15
H: -2.55763 -1.31029 0.24713  0.13
H: -2.49129 0.47288 0.79123  0.09
H: 1.83941 1.43618 -0.37907  0.16
H: 0.87009 0.02176 -1.26673  0.10
H: 1.93710 -1.64036 0.15041  0.11
H: 3.08413 -0.53430 0.73893  0.08

Computed properties:
Charge   +1
Energy relative to the best compared isomer or geometry (same formula, charge and spin)   62.1 kcal/mol
Frontier orbital gap   9.109 eV

***

C4H7O2Rh as an isolated structure at a distorted geometry. Source: the OMol25 dataset; level of theory: ωB97M-V/def2-TZVPD.

Each line ends with the Mulliken spin population.
Geometry (Å):
O: -2.19311 -0.46040 0.99919  0.85
C: -2.03831 0.27486 -0.17866  0.00
C: -0.64291 -0.04073 -0.76204  0.02
C: 0.33705 -0.24286 0.39654  0.05
C: 1.71043 -0.22117 0.03029  0.14
O: 2.67610 -0.42705 0.81638  -0.20
Rh: 4.58819 0.02381 0.81530  3.04
H: 0.25001 0.46280 1.24316  0.01
H: -2.04664 1.36982 0.03445  0.08
H: -2.80407 -0.02216 -0.92642  0.01
H: -0.31576 0.76757 -1.43585  0.00
H: -0.75284 -0.97628 -1.33515  0.01
H: -0.71989 -0.75013 1.25151  -0.01
H: 1.95177 0.24193 -0.94870  0.01

Computed properties:
Multiplicity   5
Charge   0
<S²>   6.010
Frontier orbital gap (alpha / beta)   4.938 / 3.824 eV

***

A 2-piece molecular cluster, C4H7O3 overall at a distorted geometry. Source: the OMol25 dataset; level of theory: ωB97M-V/def2-TZVPD.

Each line ends with the Löwdin charge.
Geometry (Å):
O: -1.74891 -1.46302 -0.56986  -0.06
C: -0.95325 -2.30304 -0.16388  -0.59
O: -0.02659 -2.25968 0.71957  -0.11
H: -1.00388 -3.28221 -0.68750  0.09
C: 1.60499 0.44459 -0.27161  0.01
C: 0.45951 0.75625 0.37329  -0.54
O: 0.03112 0.15031 1.48774  -0.07
C: -0.43783 1.84921 -0.16403  -0.06
H: 1.85156 0.94427 -1.19928  0.03
H: 2.24953 -0.30312 0.18245  0.05
H: -0.03033 -0.92007 1.22775  0.06
H: -0.01755 2.30799 -1.06679  0.06
H: -1.40895 1.44131 -0.45752  0.07
H: -0.56943 2.63722 0.58966  0.07

Computed properties:
Charge   -1
Energy relative to the best compared isomer or geometry (same formula, charge and spin)   15.3 kcal/mol
Frontier orbital gap   8.494 eV

***

A 2-piece molecular cluster, C4H7O4 overall at a distorted geometry. Source: the OMol25 dataset; level of theory: ωB97M-V/def2-TZVPD.

Each line ends with the Löwdin charge.
Geometry (Å):
O: -0.54724 2.61732 0.70418  -0.07
C: -0.18359 1.62914 0.02955  -0.72
O: -0.70231 1.12354 -0.99186  -0.07
C: 1.13355 0.98052 0.62875  -0.13
C: 1.22143 -0.52954 0.66957  -0.18
C: -0.07051 -1.25378 0.36218  -0.30
O: -0.08524 -2.34448 -0.14931  0.02
H: 1.24469 1.32739 1.65092  0.09
H: 1.88235 1.35872 -0.07065  0.10
H: 1.98920 -1.05501 0.08465  0.11
H: 1.31300 -0.76513 1.74047  0.11
H: -0.93642 -0.62911 0.66749  0.13
H: -2.00891 -1.51509 -1.43037  0.00
H: -2.09184 -0.04013 -1.72439  0.00
O: -2.15815 -0.90435 -2.17117  -0.10

Computed properties:
Charge   -1
Energy relative to the best compared isomer or geometry (same formula, charge and spin)   20.1 kcal/mol
Frontier orbital gap   8.534 eV

***

C4H7O8PS as an isolated structure at a distorted geometry. Source: the OMol25 dataset; level of theory: ωB97M-V/def2-TZVPD.

Each line ends with the Löwdin charge.
Geometry (Å):
C: -1.02386 1.69476 -0.38717  -0.59
C: -2.21293 1.80261 0.51193  0.02
C: -1.32705 -2.28155 -0.19267  -0.29
C: 1.05040 0.86344 -0.35300  -0.15
O: 2.94221 -0.79886 0.47648  -0.43
O: 3.81793 1.17819 -0.85667  -0.43
O: -1.06087 2.02241 -1.53409  0.10
O: 2.91748 1.55961 1.48818  -0.38
O: 1.09898 -2.20733 1.22353  -0.39
O: 1.39251 -2.10971 -1.23722  -0.39
O: -0.01418 1.28332 0.35762  -0.02
O: -0.62275 -1.12883 -0.16826  -0.41
P: 2.90109 0.75799 0.27209  0.13
S: 1.20707 -1.37495 0.01341  0.68
H: -3.04657 1.88517 -0.05402  0.04
H: -2.07725 2.72838 1.26122  0.14
H: -2.14184 1.04033 1.19873  0.05
H: -2.32377 -2.19670 -0.65490  0.05
H: -1.52008 -2.47141 0.86740  0.06
H: -0.80760 -3.12608 -0.74137  0.08
H: 0.85107 0.87920 -1.49119  0.13

Computed properties:
Charge   -2
Energy relative to the best compared isomer or geometry (same formula, charge and spin)   17.1 kcal/mol
Frontier orbital gap   6.455 eV